C7H20F6MnN11O9S2 | ωB97M-V with the def2-TZVPD basis set

Atoms and positions in Å:
Mn -0.64742 0.87091 -0.23156
C 1.90616 -2.91343 3.35292
F 2.33708 -3.34610 4.55230
F 1.35303 -3.94752 2.83087
F 1.01147 -2.01581 3.62843
S 3.12699 -2.24464 2.14426
O 3.81696 -1.20678 2.75926
O 3.71355 -3.42604 1.59688
N 1.95866 -1.72334 1.14597
S 2.15009 -1.35968 -0.29562
O 0.99521 -0.66464 -0.87220
O 3.35984 -0.80141 -0.76771
C 1.95599 -2.91807 -1.11629
F 2.06479 -2.65437 -2.38497
F 2.94380 -3.77706 -0.81860
F 0.88661 -3.60399 -0.76593
C 1.01450 3.04494 -1.95903
O -0.07343 2.51585 -1.62589
N 2.16409 2.37173 -2.03019
N 0.93504 4.32714 -2.38589
H 3.00681 2.72567 -2.46995
H 2.06485 1.37791 -1.93597
H -0.00262 4.67714 -2.49728
H 1.75713 4.90823 -2.20975
C 2.01516 1.90543 1.60916
O 1.14087 1.99014 0.70217
N 1.71369 1.29302 2.76819
N 3.27611 2.41422 1.42654
H 2.47909 1.26339 3.39526
H 0.78323 0.99925 3.04562
H 3.44465 2.57915 0.42983
H 4.04335 2.48765 2.08980
C -3.39106 2.53238 -0.62186
O -2.64512 1.82275 0.05819
N -4.10822 3.56437 -0.13133
N -3.55624 2.21654 -1.92533
H -4.95104 3.97600 -0.51465
H -4.01837 3.60091 0.93740
H -2.89103 1.46892 -2.21567
H -4.11118 2.65248 -2.64056
C -1.99956 -1.37000 -2.35577
O -1.64816 -0.36705 -1.75271
N -1.16765 -1.96049 -3.27802
N -3.18729 -1.92533 -2.03127
H -1.50438 -2.60302 -3.90888
H -0.21759 -1.69606 -3.09748
H -3.69704 -1.37659 -1.38525
H -3.56787 -2.45930 -2.79518
C -1.72945 -1.23242 1.71051
O -1.02380 -0.19451 1.55955
N -3.13464 -1.19887 1.82538
N -1.20633 -2.47061 1.65876
H -3.50294 -1.87785 2.47314
H -3.38629 -0.34188 2.17849
H -1.84664 -3.22707 1.73273
H -0.20343 -2.68220 1.40916

Atomic forces in eV per Å
Mn 0.7836 0.4380 -0.2335
C 1.2783 -0.1303 1.7927
F 1.2713 0.4469 -0.1501
F -1.4617 -1.9352 -1.7038
F -1.5517 1.7555 0.1618
S -2.0529 -2.7461 -1.2710
O 1.6420 2.0222 1.0796
O 0.8061 0.5318 0.5085
N -0.0635 0.3605 2.0297
S -1.0445 0.8451 -1.4614
O -0.8990 0.2978 0.6460
O 1.5633 0.2993 0.2071
C 2.2724 -1.9327 0.8622
F -0.9216 -0.1739 -2.1052
F 0.5798 0.3959 -0.1388
F -1.7524 0.4173 -0.4275
C -2.0347 -0.0308 -0.4551
O 0.2713 -0.8227 -0.0213
N 0.6343 0.0497 0.0344
N 1.6267 0.1812 0.2285
H -0.5360 -0.0350 0.0158
H 0.2739 -0.3512 0.3350
H 0.3042 0.3474 0.3928
H -0.8902 0.0971 -0.4944
C -1.3440 -0.3761 -0.3094
O 0.8075 -0.0741 0.4936
N 0.5735 0.6267 -0.1744
N -0.7873 -0.0441 -1.0732
H 0.1988 -0.5091 1.0016
H 0.4106 0.1482 -0.4657
H 0.2172 0.0570 0.8547
H -0.6351 -0.3609 -0.2436
C -1.1759 -0.1580 -1.6420
O 0.7537 0.2549 0.9232
N 0.4115 0.2173 3.5410
N 1.3419 -1.4971 -0.6635
H 0.4397 -0.3954 -0.2341
H -0.3540 0.1965 -2.3914
H -0.9586 0.9183 0.1005
H -0.0137 0.3587 0.3695
C 0.5946 -0.9066 -0.3707
O 0.7453 1.4558 0.9053
N -0.8057 2.4208 2.6887
N 1.1071 -0.7764 -1.6568
H -0.1867 -1.7726 -1.4160
H 0.4180 -0.1998 -0.7242
H -1.0129 0.2880 0.2518
H -0.8806 -0.2431 0.5814
C 0.6848 -0.1699 -0.7906
O -1.1892 -1.0922 0.2689
N 1.8906 -1.4910 -0.1975
N 1.2333 0.4690 -0.3391
H -0.0204 -0.5508 -0.1424
H -0.8525 2.7291 0.5588
H -0.1422 -0.6298 -0.0375
H -1.5680 0.7787 0.5010

Summary:
2S+1 = 6
total energy = -111699.06875 eV
charge = +1
Kohn-Sham gap (alpha / beta) = 10.102 / 10.254 eV

=====

C7H20IrN8O3 | ωB97M-V with the def2-TZVPD basis set

Atoms and positions in Å:
Ir 0.06217 0.65075 -0.26859
N -0.30462 -2.51265 -1.39852
N 1.01828 -2.93811 -1.58729
C 2.06241 -2.16998 -1.19861
N 3.27562 -2.66431 -1.41791
N 1.78984 -0.97386 -0.67264
N 2.79711 -0.13239 -0.31532
O 2.36154 0.95641 0.05601
O 3.97852 -0.41415 -0.36332
H -0.89845 -3.33232 -1.41720
H -0.59418 -1.86703 -2.12766
H 1.20422 -3.58892 -2.33717
H 3.38850 -3.59506 -1.78093
H 4.08010 -2.10809 -1.16822
C 0.43594 -2.41926 4.38773
N 0.65635 -1.25349 3.55357
C 0.28894 -1.14602 2.26973
N -0.33968 -2.17519 1.67995
O 0.55479 -0.08566 1.65290
H 0.89165 -2.24278 5.35696
H 0.90244 -3.30819 3.95865
H -0.62840 -2.60383 4.54656
H 1.11520 -0.44110 3.92977
H -0.62647 -2.98276 2.20216
H -0.60875 -2.07425 0.71020
C -2.04074 3.63483 0.10154
C -1.73985 2.94223 -1.22603
C -0.83036 3.79121 -2.11630
C -3.02327 2.53858 -1.95305
N -1.02131 1.72490 -0.92907
H -2.57697 4.56493 -0.08674
H -1.11600 3.86625 0.63009
H -2.65782 2.99799 0.73543
H -1.33348 4.72751 -2.35885
H -0.60136 3.26899 -3.04516
H 0.10296 4.02287 -1.60298
H -3.58759 3.43478 -2.21028
H -3.64405 1.90762 -1.31710
H -2.79324 1.99953 -2.87231

Atomic forces in eV per Å
Ir 0.7581 0.2263 -0.0579
N -0.0322 -0.0215 0.0121
N -0.0065 0.0651 -0.0079
C 0.1210 0.0491 -0.1484
N -0.0023 -0.0317 -0.0396
N -0.5183 0.0535 0.1122
N 0.2439 -0.2659 0.0380
O -0.1588 0.0455 -0.1201
O -0.1324 0.1449 0.0625
H 0.0118 -0.0141 0.0040
H 0.0240 0.0147 0.0050
H 0.0120 -0.0084 0.0169
H 0.0123 -0.0106 0.0246
H -0.0168 -0.0102 -0.0054
C -0.0061 0.0058 -0.0152
N 0.0397 -0.0229 0.0122
C -0.1858 0.0019 -0.0599
N 0.0465 0.0166 0.1037
O 0.0743 -0.0120 0.0447
H -0.0013 0.0140 0.0043
H -0.0033 0.0018 -0.0043
H -0.0011 -0.0059 -0.0006
H -0.0204 0.0007 0.0116
H -0.0229 -0.0044 -0.0202
H 0.0139 -0.0081 -0.0538
C 0.0064 0.0064 -0.0004
C -0.0015 0.0064 -0.0884
C -0.0425 0.0312 0.0125
C 0.0108 0.0355 -0.0140
N -0.2155 -0.2770 0.1641
H -0.0049 -0.0043 -0.0109
H -0.0072 -0.0034 0.0004
H 0.0088 0.0039 0.0021
H -0.0037 -0.0068 0.0036
H 0.0030 -0.0041 0.0100
H -0.0026 -0.0111 -0.0001
H -0.0004 0.0013 0.0021
H 0.0056 -0.0030 -0.0070
H -0.0057 0.0009 0.0073

Summary:
2S+1 = 1
total energy = -28475.78404 eV
charge = +1
energy above the lowest of the compared OMol25 structures with the same formula, charge and spin = 0.0 kcal per mole
Kohn-Sham gap = 7.871 eV

=====

C7H20N2O | ωB97M-V with the def2-TZVPD basis set

Atoms and positions in Å:
C 2.10429 0.48080 0.09352
C -2.03309 -0.32597 0.19422
C 1.72652 1.32709 -1.12995
C 3.46600 0.86402 0.65933
C -3.16357 -1.04766 -0.53778
C -2.05108 1.16284 -0.14194
C -2.16929 -0.53973 1.69995
O 1.14658 0.62100 1.09538
H 0.59177 -0.17160 1.06897
H 3.70197 0.23296 1.51146
H 1.58449 2.36117 -0.83048
H 0.80228 0.94902 -1.56140
H 2.50452 1.28825 -1.89163
H 3.46579 1.90539 0.96961
H 4.22913 0.71132 -0.10101
H -3.07573 -0.92390 -1.61549
H -3.15788 -2.11174 -0.30946
H -4.12789 -0.64564 -0.22873
H -2.98244 1.61593 0.19593
H -1.97971 1.31763 -1.21758
H -1.21033 1.66711 0.32876
H -2.10195 -1.59779 1.94764
H -1.37149 -0.02422 2.23055
H -3.12850 -0.16454 2.05483
N 2.21925 -1.01652 -0.30670
N 1.05849 -1.65261 -0.81270
H 1.11193 -1.83819 -1.81802
H 2.99642 -1.09503 -0.96265
H -1.06473 -0.77029 -0.15754
H 0.90827 -2.57910 -0.42708

Atomic forces in eV per Å
C 0.2655 -1.3854 -1.2844
C 0.2747 -0.3102 -0.3017
C 0.0369 -0.2557 0.3105
C -0.2236 -0.3576 -0.2560
C 0.2003 0.0603 0.0969
C 0.1660 -0.2624 -0.0334
C 0.2774 -0.0734 -0.2770
O -0.3651 -0.3654 0.2508
H -0.0529 0.1719 -0.0209
H -0.0590 -0.0251 0.0874
H -0.0704 0.1444 0.0119
H -0.1333 0.0195 0.0117
H 0.0995 -0.0142 -0.0094
H -0.0305 0.0818 -0.0287
H 0.1634 0.1245 -0.0585
H -0.0128 -0.0149 -0.1161
H -0.0253 -0.1365 -0.0181
H -0.1387 0.0427 0.0124
H -0.0828 0.0867 0.0828
H 0.0147 0.0359 -0.1167
H 0.0184 0.1414 0.0664
H -0.0581 -0.1185 0.0635
H 0.0110 0.1278 0.1853
H -0.0611 0.0661 0.0759
N 0.6670 0.7957 0.6960
N -0.3070 0.1816 -0.7999
H -0.0328 0.5837 0.2400
H -0.2073 -0.0115 0.2631
H -0.7746 0.4327 0.2977
H 0.4404 0.2343 0.5684

Summary:
2S+1 = 1
SMILES = CC(C)(O)NN.CC(C)C
total energy = -12610.34463 eV
energy above the lowest of the compared OMol25 structures with the same formula, charge and spin = 25.4 kcal per mole
Kohn-Sham gap = 9.840 eV

=====

C7H20N4PPb | ωB97M-V with the def2-TZVPD basis set

Atoms and positions in Å:
C 0.47400 -3.24794 -0.83244
Pb -0.40408 -2.01122 -2.55217
N -1.57346 0.07439 -3.58883
H -1.61921 -3.19644 -3.30047
H -2.52350 0.03100 -3.24970
H 1.53358 -2.07772 -2.06883
H 0.50121 -4.20085 -1.41709
H -0.25629 -3.31286 -0.01044
H 1.48722 -3.00233 -0.46485
H -1.12972 0.92374 -3.21616
H -1.59920 0.12513 -4.63168
C -0.91650 1.92055 1.84382
N -0.98104 0.43273 1.92376
C 0.25258 -0.09940 2.53355
N 1.47918 0.37192 1.83014
C 1.48227 1.83629 1.75488
N 0.26122 2.39903 1.10046
C 0.20588 2.08327 -0.30905
P 0.15001 0.22795 -0.60677
C -1.24026 -0.14316 0.61568
C 1.60900 -0.21647 0.50072
H -0.84600 2.30009 2.88169
H -1.82654 2.28565 1.34590
H 0.21800 -1.20131 2.49013
H 0.30026 0.27956 3.56988
H 2.36199 2.16511 1.18906
H 1.52015 2.24201 2.78189
H -0.69270 2.55741 -0.74945
H 1.09464 2.51260 -0.81857
H -1.37748 -1.23312 0.68414
H -2.16853 0.28480 0.20356
H 2.51358 0.20001 0.02499
H 1.70974 -1.31044 0.54223

Atomic forces in eV per Å
C -1.9689 -1.0260 1.1343
Pb 2.7781 -0.7058 0.8271
N 0.4589 -0.0271 -0.6795
H 0.7541 1.2692 0.2566
H -0.3108 0.1747 -0.0349
H -1.0828 0.9372 -2.5731
H 0.0357 0.5611 0.5868
H 0.6195 -0.5845 0.0449
H -0.6391 0.1651 -0.4392
H -0.2269 -0.4720 -0.2960
H 0.0470 -0.0460 1.1600
C 0.3558 -0.6246 0.1412
N 0.0128 0.4372 0.1598
C 0.0998 0.6525 -0.4831
N -0.5065 -0.1874 0.0067
C -0.5889 0.1966 -0.0072
N 0.3952 -0.4692 0.7975
C 0.0117 0.3756 -0.6540
P -0.5907 -0.4111 0.5744
C 0.2644 0.1447 -0.2529
C 0.1537 0.0775 -0.3685
H -0.1448 -0.0796 -0.5929
H 0.2141 -0.0535 0.2931
H 0.0695 0.4529 0.2408
H 0.0072 -0.3852 -0.4025
H -0.1382 -0.0294 0.1948
H 0.0384 -0.1706 -0.4752
H 0.3697 -0.2128 0.1207
H -0.4789 -0.2741 0.2237
H 0.0679 0.2743 0.0626
H 0.1852 -0.1383 0.1300
H -0.2539 -0.2761 0.1095
H -0.0082 0.4547 0.1944

Summary:
2S+1 = 1
total energy = -28068.08461 eV
charge = +1
Kohn-Sham gap (alpha / beta) = 6.037 / 6.042 eV